(1)
# C29H53As2F5N2OPtS2Si

A molecular structure, C29H53As2F5N2OPtS2Si (ωB97M-V/def2-TZVPD, the OMol25 dataset).

Its charge is +2. For the gap between HOMO and LUMO, the calculation gives 0.2736 hartree. The HOMO energy is -13.58 eV.

```
96
C29H53As2F5N2OPtS2Si | the OMol25 dataset | ωB97M-V/def2-TZVPD
Pt -0.5155 -0.0030 -0.2213
F 2.1122 1.1537 6.4721
C 1.8714 1.1723 5.1799
C 0.5636 1.0987 4.7179
F -0.4375 1.0107 5.5768
C 0.3135 1.1095 3.3584
F -0.9534 1.0365 2.9549
C 1.3480 1.2013 2.4350
S 1.1203 1.2015 0.6548
C 2.6487 1.2871 2.9223
F 3.6773 1.3553 2.0723
C 2.9224 1.2656 4.2783
F 4.1691 1.3324 4.7108
C 0.4064 1.3920 -5.3951
As 0.6928 2.2170 -3.6884
C 2.5497 2.7076 -3.6295
C -0.3754 3.8180 -3.6211
O 0.3093 1.1923 -2.4426
H 0.6550 2.0761 -6.2051
H -0.6394 1.0984 -5.4688
H 1.0344 0.5049 -5.4540
H 2.8021 3.4000 -4.4309
H 3.1339 1.7949 -3.7380
H 2.7783 3.1516 -2.6630
H 0.1017 4.6344 -4.1612
H -0.5137 4.0778 -2.5724
H -1.3470 3.6131 -4.0672
C -5.8500 0.0726 1.0845
C -4.7314 0.1059 0.1038
C -4.7149 -0.0342 -1.2714
C -3.3814 0.0965 -1.6633
N -2.6076 0.3032 -0.5847
N -3.4578 0.2947 0.4754
C -2.8175 0.0581 -3.0389
H -6.7611 -0.2642 0.5972
H -6.0365 1.0626 1.5024
H -5.6271 -0.6095 1.9054
H -5.5672 -0.1971 -1.9085
H -3.1006 0.4970 1.3939
H -2.9216 -0.9379 -3.4721
H -1.7640 0.3317 -3.0272
H -3.3649 0.7501 -3.6802
C 0.3810 6.1092 0.1102
As 1.1851 4.5890 0.9577
C 1.3513 4.9379 2.8364
C 2.9383 4.3312 0.2342
S -0.1711 2.9025 0.6113
H 0.8662 7.0045 0.4968
H -0.6827 6.1380 0.3383
H 0.5282 6.0347 -0.9651
H 1.9453 5.8415 2.9698
H 1.8466 4.0919 3.3105
H 0.3605 5.0737 3.2657
H 3.4893 5.2593 0.3878
H 2.8596 4.1192 -0.8292
H 3.4385 3.5139 0.7451
C 2.1481 -4.1188 1.3498
C 1.6257 -2.6722 1.4629
C 1.1586 -2.4639 2.9132
C 2.8477 -1.7706 1.2193
Si 0.1729 -2.3348 0.2421
C 0.6483 -2.7448 -1.5881
C -0.3014 -2.1531 -2.6359
C 0.6105 -4.2774 -1.7472
C 2.0624 -2.2484 -1.9135
C -1.4684 -3.1715 0.8190
C -2.5263 -3.1543 -0.2967
C -2.0680 -2.4562 2.0439
C -1.2519 -4.6424 1.2217
H 2.8455 -4.2900 2.1755
H 2.7026 -4.2802 0.4257
H 1.3704 -4.8761 1.4214
H 2.0257 -2.5211 3.5786
H 0.4644 -3.2370 3.2357
H 0.6728 -1.5008 3.0713
H 3.5339 -1.8586 2.0679
H 2.5883 -0.7208 1.1178
H 3.4039 -2.0498 0.3293
H -1.3019 -2.5775 -2.5815
H 0.0913 -2.3883 -3.6322
H -0.3535 -1.0646 -2.5847
H -0.4087 -4.6612 -1.7111
H 1.2106 -4.8132 -1.0142
H 1.0107 -4.5348 -2.7340
H 2.1808 -1.1777 -1.7264
H 2.2619 -2.4181 -2.9761
H 2.8260 -2.7956 -1.3636
H -2.6143 -2.1892 -0.7920
H -3.5037 -3.3884 0.1351
H -2.3267 -3.9058 -1.0610
H -2.1992 -1.3909 1.8690
H -1.4670 -2.5725 2.9419
H -3.0517 -2.8862 2.2563
H -0.7933 -5.2448 0.4381
H -2.2319 -5.0806 1.4353
H -0.6552 -4.7437 2.1269
```

(2)
# Br3HNP

Br3HNP in the gas phase in a non-equilibrium geometry (ωB97M-V/def2-TZVPD, the OMol25 dataset).

For the gap between HOMO and LUMO, the calculation gives 0.3035 hartree. The HOMO energy is -9.26 eV. As for the structure (SMILES): N=P(Br)(Br)Br.

```
6
Br3HNP | the OMol25 dataset | ωB97M-V/def2-TZVPD
N -0.5540 -0.1957 -0.3839
P -2.2084 -0.0112 -0.0167
Br -2.7455 2.0436 -0.4125
Br -2.8347 -0.4976 1.9617
Br -3.4602 -1.3712 -1.2160
H -0.1256 0.6992 -0.1420
```

(3)
# C42H101IN9O8

6 unconnected molecules or ions with the total composition C42H101IN9O8 in a non-equilibrium geometry (ωB97M-V/def2-TZVPD, the OMol25 dataset).

Its charge is +1. For the gap between HOMO and LUMO, the calculation gives 0.2559 hartree. The HOMO energy is -10.41 eV.

```
161
C42H101IN9O8 | the OMol25 dataset | ωB97M-V/def2-TZVPD
C 2.4864 1.3788 8.1557
C 2.2129 0.1312 7.3020
C 3.1154 0.0087 6.0739
C 3.1524 1.2524 5.1851
C 1.8474 1.4638 4.4240
C 2.0306 2.3430 3.1585
N 1.3239 1.7623 2.0198
O 0.0114 2.2745 1.9772
C -0.9770 1.2666 1.7157
C -2.3362 1.7414 2.2099
C -2.8532 0.9571 3.4275
C -4.3571 0.7080 3.3840
C 2.0206 1.8497 0.7855
N 2.5945 2.9965 0.2771
C 4.0448 3.1776 0.5830
C 4.8132 3.7471 -0.6225
C 1.8146 4.2192 0.4884
C 0.4947 4.2304 -0.2864
C -0.5309 5.1121 0.4002
I 0.0568 7.1724 0.3956
N 2.1605 0.7476 0.1047
C 2.8376 0.7043 -1.1972
C 4.3405 0.3898 -1.0745
C 4.7319 -1.0100 -1.6090
C 5.5799 -1.8523 -0.6339
N 4.9371 -3.1499 -0.3960
C 1.6888 -0.5417 0.5835
C 0.4162 -0.9607 -0.1473
O -0.0487 -0.3242 -1.0875
O -0.1022 -2.1255 0.3242
H 3.4485 1.8154 7.8977
H 1.7367 2.1337 7.9549
H 2.5248 1.1578 9.2139
H 2.4109 -0.7405 7.9219
H 1.1641 0.0759 7.0224
H 2.8139 -0.8443 5.4699
H 4.1302 -0.1646 6.4281
H 3.9932 1.1354 4.5004
H 3.3649 2.1373 5.7785
H 1.0921 1.9034 5.0668
H 1.4621 0.5002 4.0951
H 1.6150 3.3226 3.3753
H 3.0913 2.4050 2.9533
H -1.0302 1.1158 0.6377
H -0.6765 0.3365 2.1891
H -3.0419 1.5936 1.3971
H -2.3026 2.8090 2.4047
H -2.3650 -0.0126 3.5044
H -2.5853 1.4967 4.3336
H -4.9019 1.6315 3.5461
H -4.6408 0.2585 2.4379
H -4.6162 -0.0071 4.1588
H 4.0946 3.9138 1.3819
H 4.4759 2.2567 0.9521
H 4.1636 3.7045 -1.4916
H 5.0498 4.7904 -0.4588
H 5.7072 3.1719 -0.8250
H 1.6258 4.4312 1.5400
H 2.4224 5.0433 0.1293
H 0.0734 3.2265 -0.3034
H 0.6483 4.5781 -1.3019
H -1.5077 5.0247 -0.0555
H -0.6216 4.8375 1.4431
H 2.6154 1.6073 -1.7497
H 2.3810 -0.1115 -1.7428
H 4.9261 1.1229 -1.6138
H 4.6056 0.3987 -0.0221
H 3.8504 -1.6021 -1.8482
H 5.2818 -0.9117 -2.5372
H 5.7843 -1.3035 0.2865
H 6.5264 -2.0765 -1.1146
H 3.9432 -3.0491 -0.2411
H 5.3169 -3.6109 0.4193
H 1.5876 -0.5600 1.6598
H 2.4458 -1.2826 0.3282
H -0.2215 -1.9941 1.2722
C -2.7858 -2.5882 -1.6870
C -3.4766 -3.6719 -0.8720
C -4.3554 -4.6065 -1.7113
O -5.5889 -4.0458 -2.1109
C -5.5382 -3.2407 -3.2759
N -4.2203 -3.0415 0.2249
H -3.4708 -1.7928 -1.9814
H -1.9969 -2.1289 -1.0976
H -2.3319 -2.9969 -2.5924
H -2.6968 -4.2940 -0.4205
H -4.6112 -5.4688 -1.0901
H -3.8090 -4.9880 -2.5844
H -4.8052 -3.6205 -3.9936
H -5.3044 -2.2004 -3.0379
H -6.5257 -3.2689 -3.7356
H -4.5919 -3.7683 0.8317
H -5.0444 -2.6035 -0.1781
C -0.5157 -0.8365 -7.1613
C -1.9868 -1.2242 -7.0561
C -2.7448 -0.4875 -5.9432
O -2.4867 -0.9693 -4.6371
C -1.3206 -0.4632 -4.0154
N -2.0901 -2.6809 -6.9283
H 0.0823 -1.2828 -6.3649
H -0.1003 -1.1745 -8.1077
H -0.3904 0.2476 -7.1170
H -2.4638 -0.9412 -7.9991
H -3.8160 -0.6404 -6.1005
H -2.5635 0.5946 -5.9916
H -1.1356 0.5782 -4.2989
H -0.4463 -1.0740 -4.2623
H -1.4728 -0.5164 -2.9433
H -3.0674 -2.9561 -6.9712
H -1.7982 -2.9308 -5.9874
C -0.2586 2.1850 -10.2526
C 1.1977 1.7353 -10.3170
C 1.9365 2.2054 -11.5780
O 1.6225 1.4805 -12.7475
C 0.4556 1.9000 -13.4314
N 1.2522 0.2803 -10.1482
H -0.8923 1.6058 -10.9234
H -0.6490 2.0499 -9.2436
H -0.3589 3.2400 -10.5147
H 1.7158 2.1868 -9.4649
H 3.0071 2.0495 -11.4199
H 1.7890 3.2808 -11.7441
H 0.3190 2.9830 -13.3629
H -0.4360 1.3946 -13.0526
H 0.5759 1.6295 -14.4794
H 2.2231 -0.0129 -10.0862
H 0.9217 -0.1411 -11.0123
C -2.7906 -7.7119 0.0925
C -3.1044 -7.9373 1.5663
C -3.3852 -9.4023 1.9275
O -4.6622 -9.8655 1.5444
C -4.7747 -10.3080 0.2038
N -4.2039 -7.0453 1.9516
H -3.6863 -7.7643 -0.5263
H -2.3612 -6.7188 -0.0451
H -2.0734 -8.4436 -0.2838
H -2.2206 -7.6380 2.1382
H -3.3588 -9.4928 3.0167
H -2.6036 -10.0634 1.5306
H -3.8539 -10.7893 -0.1375
H -5.0297 -9.4868 -0.4707
H -5.5832 -11.0366 0.1669
H -4.3509 -7.1075 2.9549
H -5.0592 -7.4213 1.5508
C 0.8549 7.3404 10.1093
C 0.8271 5.9864 10.8110
C 1.8366 4.9768 10.2475
O 1.4598 4.3881 9.0141
C 1.7579 5.1554 7.8662
N -0.5450 5.4730 10.8004
H 0.3716 7.3027 9.1329
H 0.3212 8.0804 10.7035
H 1.8788 7.6937 9.9711
H 1.1072 6.1550 11.8545
H 1.9133 4.1445 10.9517
H 2.8370 5.4207 10.1639
H 2.6862 5.7205 7.9889
H 0.9444 5.8403 7.6153
H 1.8805 4.4609 7.0312
H -0.5953 4.6279 11.3622
H -0.7548 5.1619 9.8563
```

(4)
# C26H23Cl2F6N4O13P2S2Ti

A molecular structure, C26H23Cl2F6N4O13P2S2Ti (ωB97M-V/def2-TZVPD, the OMol25 dataset).

Its charge is +1. For the gap between HOMO and LUMO, the calculation gives 0.2658 hartree. The HOMO energy is -11.95 eV.

```
79
C26H23Cl2F6N4O13P2S2Ti | the OMol25 dataset | ωB97M-V/def2-TZVPD
Ti -0.6452 -0.7242 0.5465
C 1.3929 -0.7890 4.4711
O 0.1654 0.0106 4.5213
C -0.2090 0.1844 3.2809
N 0.5381 -0.2626 2.3358
C 1.7455 -0.8527 2.9641
C 3.0057 -0.1000 2.6128
C 2.9925 1.2551 2.3076
C 4.1817 1.9219 2.0481
C 5.3888 1.2398 2.0984
C 5.4056 -0.1128 2.4098
C 4.2174 -0.7801 2.6640
C -1.4665 0.8964 3.0035
C -2.2797 1.3496 4.0203
C -3.4191 2.0564 3.6671
C -3.6443 2.3256 2.3305
C -2.7635 1.8387 1.3678
N -1.7063 1.0816 1.6963
C -2.9419 2.2579 -0.0405
N -2.1654 1.9538 -0.9805
C -2.6571 2.6251 -2.1889
C -3.7875 3.5333 -1.6559
O -3.9817 3.0882 -0.2851
C -1.4989 3.3099 -2.8755
C -1.0793 2.8914 -4.1310
C 0.0450 3.4543 -4.7231
C 0.7582 4.4413 -4.0580
C 0.3401 4.8683 -2.8022
C -0.7822 4.3041 -2.2159
H 1.1537 -1.7594 4.8990
H 2.1424 -0.2765 5.0656
H 1.8367 -1.8902 2.6508
H 2.0555 1.7968 2.2616
H 4.1649 2.9772 1.8089
H 6.3152 1.7608 1.8972
H 6.3440 -0.6497 2.4495
H 4.2321 -1.8398 2.8944
H -2.0198 1.1457 5.0488
H -4.1033 2.4147 4.4238
H -4.4850 2.9205 2.0069
H -3.0564 1.8585 -2.8575
H -4.7295 3.4176 -2.1832
H -3.5053 4.5855 -1.6301
H -1.6266 2.1114 -4.6471
H 0.3600 3.1224 -5.7038
H 1.6300 4.8861 -4.5194
H 0.8880 5.6442 -2.2832
H -1.0919 4.6334 -1.2296
O -4.1662 -0.4914 -1.6460
P -3.0355 -1.5507 -1.3436
O -2.6598 -2.4395 -2.4268
O -1.8739 -0.6441 -0.7508
O -3.5709 -2.2422 0.0033
P -2.6560 -2.9948 1.0943
O -1.6077 -3.7670 0.2413
O -3.4303 -3.6258 2.1386
O -1.6927 -1.7897 1.5696
H -4.7016 -0.7417 -2.4127
H -1.6094 -4.7214 0.0187
Cl 0.7418 1.3295 -0.4828
C 1.3938 0.9770 -2.1390
Cl 0.4195 -0.1606 -3.0342
H 2.3886 0.5744 -1.9949
H 1.3998 1.9403 -2.6400
F 3.5215 -3.0977 -1.6515
C 3.1778 -2.6393 -0.4648
F 3.2886 -1.3094 -0.4555
F 3.9660 -3.1513 0.4639
S 1.4062 -3.1477 -0.0847
O 0.7262 -1.7884 -0.2281
O 1.3902 -3.6309 1.2570
N 0.9205 -3.9794 -1.2439
S 0.7688 -5.5888 -1.2669
O 1.9577 -6.2527 -0.8497
O -0.5046 -5.9836 -0.7293
C 0.6214 -5.7641 -3.0979
F 1.7245 -5.3098 -3.6799
F 0.4685 -7.0508 -3.3711
F -0.4267 -5.0836 -3.5345
```

(5)
# C3H3ClN2OS

C3H3ClN2OS in the gas phase in a non-equilibrium geometry (ωB97M-V/def2-TZVPD, the OMol25 dataset).

For the gap between HOMO and LUMO (spin up / spin down), the calculation gives 0.2348 / 0.3010 hartree. The HOMO energy (spin up / spin down) is -9.32 / -9.92 eV.

```
11
C3H3ClN2OS | the OMol25 dataset | ωB97M-V/def2-TZVPD
C 0.9169 -0.8644 0.4460
C -1.2220 0.3480 -0.0031
C 1.6878 0.2911 -0.0905
N -2.4196 0.1529 -0.3748
N -0.4365 -0.7641 0.2096
O 1.5045 -1.7839 0.9413
S -0.8256 2.0067 0.4053
Cl 3.3290 0.3635 -0.2771
H 1.2400 0.8209 -0.9950
H -2.8554 1.0510 -0.3263
H -0.9191 -1.6217 0.0645
```

(6)
# C10H20FN4O17S4

5 unconnected molecules or ions with the total composition C10H20FN4O17S4 in a non-equilibrium geometry (ωB97M-V/def2-TZVPD, the OMol25 dataset).

Its charge is +1. For the gap between HOMO and LUMO, the calculation gives 0.3513 hartree. The HOMO energy is -12.49 eV.

```
56
C10H20FN4O17S4 | the OMol25 dataset | ωB97M-V/def2-TZVPD
N 1.5955 -4.0281 4.7903
C 0.3424 -3.5976 4.8289
N -0.7566 -4.3627 4.8823
C -1.7817 -3.5200 4.8710
O -3.0393 -3.8301 4.8629
N -1.3886 -2.2418 4.8283
N -0.0201 -2.3086 4.7850
F 0.7377 -1.2144 4.6898
H 1.7625 -5.0105 4.9373
H 2.3425 -3.3918 4.5633
H -3.1791 -4.6977 5.2760
H -1.9391 -1.3942 4.8211
C 0.8906 -0.8914 1.7070
C 0.2377 0.3951 1.2424
O 1.0800 0.8310 0.1717
S 1.6920 -0.4131 -0.5965
O 0.8947 -0.6585 -1.7483
O 3.0957 -0.2513 -0.6863
O 1.3426 -1.5250 0.5033
H 1.7611 -0.6927 2.3371
H 0.1941 -1.5455 2.2213
H 0.1893 1.1606 2.0125
H -0.7610 0.2114 0.8475
C -4.8254 -2.8282 -0.3818
C -5.0756 -1.4705 0.2404
O -4.4863 -1.5851 1.5558
S -3.2223 -2.5363 1.4933
O -2.0328 -1.7539 1.4130
O -3.3326 -3.5023 2.5333
O -3.5062 -3.1867 0.0857
H -5.5308 -3.5774 -0.0221
H -4.8385 -2.8067 -1.4671
H -6.1297 -1.2272 0.3266
H -4.5590 -0.6751 -0.2979
C 2.7787 1.1052 -4.0620
C 1.5001 0.4680 -4.5486
O 0.9072 1.4721 -5.3937
S 2.0536 2.3078 -6.1207
O 2.2591 1.8097 -7.4308
O 1.8027 3.6894 -5.8901
O 3.2686 1.8348 -5.2009
H 2.5917 1.8136 -3.2526
H 3.5132 0.3730 -3.7397
H 0.8308 0.2145 -3.7381
H 1.7016 -0.4196 -5.1518
C 2.1417 5.8521 -1.9505
C 1.5149 4.6695 -2.6575
O 1.6671 3.5887 -1.7126
S 1.5670 4.1507 -0.2218
O 0.2442 3.9540 0.2638
O 2.6868 3.6804 0.5115
O 1.7530 5.6889 -0.5724
H 3.2307 5.8266 -2.0055
H 1.7801 6.8058 -2.3228
H 2.0041 4.4186 -3.5948
H 0.4496 4.8226 -2.8356
```

(7)
# C11H14NO2S

2 unconnected molecules or ions with the total composition C11H14NO2S in a non-equilibrium geometry (ωB97M-V/def2-TZVPD, the OMol25 dataset).

Its charge is +1. For the gap between HOMO and LUMO (spin up / spin down), the calculation gives 0.2081 / 0.2073 hartree. The HOMO energy (spin up / spin down) is -11.84 / -11.82 eV.

```
29
C11H14NO2S | the OMol25 dataset | ωB97M-V/def2-TZVPD
C 2.6051 1.8164 -0.6487
C 2.9429 0.4716 -1.0654
C 1.2804 2.1018 -0.3542
C 2.0336 -0.5401 -0.9261
C 0.4094 1.0913 -0.0032
C -1.0260 1.0714 0.4260
C -1.3895 -0.4143 0.3064
C -0.0587 -1.0790 0.0905
C -1.9772 0.1872 -2.1506
C 0.0654 -0.8130 3.2929
C -2.3672 -0.7379 -0.9165
N 0.8451 -0.2036 -0.3109
O -0.0068 -2.3616 -0.1556
O 0.8767 -0.9343 2.2084
S -1.7761 2.4565 0.7958
H 3.2736 2.6874 -0.5391
H 3.9025 0.2952 -1.3929
H 0.9308 3.1418 -0.0221
H 2.3754 -1.6006 -1.1520
H -1.8974 -0.5751 1.3440
H -0.9491 -0.0884 -2.4802
H -2.1585 1.2814 -1.8921
H -2.7084 -0.1098 -2.9354
H 0.7177 -0.8765 4.1221
H -0.6744 -1.5381 3.4148
H -0.5226 0.1663 3.3647
H -2.2571 -1.7433 -1.1688
H -3.2948 -0.5862 -0.5689
H 0.8051 -2.5665 -0.6830
```

(8)
# C5H11PS

C5H11PS in the gas phase in a non-equilibrium geometry (ωB97M-V/def2-TZVPD, the OMol25 dataset).

For the gap between HOMO and LUMO, the calculation gives 0.3231 hartree. The HOMO energy is -8.10 eV. As for the structure (SMILES): CP1(=S)CCCC1.

```
18
C5H11PS | the OMol25 dataset | ωB97M-V/def2-TZVPD
C -1.9899 1.0584 0.7584
P -0.4239 0.2140 1.0327
S 0.2357 -0.1353 3.0040
C -0.4597 -1.2821 -0.1510
C 1.0033 -1.3396 -0.7176
C 1.2970 0.1055 -1.0442
C 0.9444 0.9779 0.1290
H -2.7021 0.3581 0.2837
H -2.2997 1.2775 1.7325
H -1.7377 1.8415 0.1890
H -0.9955 -0.8464 -1.1321
H -0.9389 -2.2268 0.1910
H 0.9653 -1.8168 -1.7274
H 1.6703 -1.8957 -0.1552
H 2.3498 0.2456 -1.3777
H 0.6313 0.3579 -1.8411
H 1.6656 1.0301 0.8768
H 0.7845 2.0760 -0.0506
```